No. 1
Here is a molecular structure, C20H44NOOsP3Se in a non-equilibrium geometry from OMol25. Energies are from wB97M-V/def2-TZVPD.

Each line ends with the Löwdin charge.
Geometry (Å):
Os -0.139 -0.050 -1.725  0.5249
P -2.399 -0.199 -1.197  0.6833
P 0.244 -2.273 -1.423  0.6451
P 0.043 2.201 -1.377  0.6322
H 3.624 -0.119 0.717  0.1163
C 3.041 -0.020 -0.210  -0.1134
C 1.573 0.205 0.073  -0.2400
H 1.138 -0.619 0.663  0.0040
C -3.569 -0.370 -2.629  -0.2446
C -3.053 -1.549 -0.136  -0.2091
C -3.164 1.212 -0.311  -0.2145
C 1.933 -2.897 -1.736  -0.2129
C -0.132 -2.888 0.266  -0.2142
C -0.782 -3.271 -2.553  -0.2182
C 1.731 2.807 -1.719  -0.2032
C -0.307 2.874 0.300  -0.2020
C -0.997 3.238 -2.463  -0.2253
H 3.456 0.799 -0.809  0.0716
H 1.420 1.153 0.616  0.0276
H -4.587 -0.499 -2.240  0.0816
H -3.311 -1.245 -3.238  0.0483
H -3.539 0.525 -3.262  0.0479
H -4.145 -1.438 -0.073  0.0878
H -2.623 -1.445 0.866  0.0327
H -2.828 -2.536 -0.553  0.0390
H -4.251 1.050 -0.270  0.0888
H -2.970 2.160 -0.823  0.0266
H -2.765 1.238 0.710  0.0407
H 1.880 -3.966 -1.978  0.0819
H 2.564 -2.766 -0.847  0.0558
H 2.370 -2.359 -2.586  0.0444
H -0.966 -3.598 0.218  0.0682
H -0.402 -2.074 0.952  0.0007
H 0.752 -3.404 0.662  0.0744
H -0.240 -4.203 -2.757  0.0754
H -0.921 -2.718 -3.492  0.0220
H -1.759 -3.500 -2.113  0.0536
H 1.735 3.899 -1.600  0.0847
H 2.015 2.544 -2.745  0.0597
H 2.446 2.361 -1.017  0.0296
H 0.277 3.796 0.423  0.0845
H -0.045 2.157 1.080  0.0143
H -1.377 3.099 0.396  0.0514
H -0.592 4.259 -2.426  0.0837
H -2.039 3.244 -2.127  0.0478
H -0.949 2.855 -3.492  0.0166
C 0.836 0.214 -5.155  -0.4512
C 2.117 -0.054 -4.662  -0.0903
C 3.197 -0.098 -5.556  0.0366
C 3.006 0.176 -6.919  0.0826
C 1.720 0.482 -7.397  0.0362
C 0.632 0.501 -6.522  -0.0270
Se -0.713 0.158 -3.960  0.8462
H 3.056 -0.937 -0.804  0.0320
H 2.238 -0.225 -3.590  0.0818
H 4.199 -0.343 -5.189  0.1474
H 3.856 0.156 -7.605  0.1603
H 1.561 0.708 -8.453  0.1516
H -0.365 0.730 -6.894  0.1351
C -1.635 0.336 4.874  0.0751
N -0.336 -0.040 4.345  -0.0261
C 0.765 -0.331 5.256  0.0748
C -0.209 -0.227 3.022  -0.2116
O -1.139 -0.076 2.207  0.0906
H -1.542 0.373 5.961  0.1253
H -2.399 -0.394 4.578  0.1482
H -1.937 1.315 4.483  0.1480
H 1.090 -1.380 5.165  0.1522
H 1.639 0.299 5.032  0.1483
H 0.419 -0.137 6.276  0.1270
H 0.813 -0.535 2.715  0.1574

Properties
- Net charge: +4
- E_LUMO (alpha / beta): -12.8714 / -15.4816 eV
- Multiplicity: 5

***

No. 2
Here is 5 unconnected molecules or ions with the total composition C20H44O15 in a non-equilibrium geometry from OMol25. Energies are from wB97M-V/def2-TZVPD.

Each line ends with the Löwdin charge.
Geometry (Å):
O -2.586 -5.616 0.131  0.0483
C -2.088 -4.428 -0.157  -0.9225
O -2.496 -3.474 0.537  -0.0376
O -1.086 -4.372 -0.856  -0.0391
H -1.962 -6.145 -0.372  0.0754
O -2.303 -1.896 3.174  0.0425
C -1.372 -0.924 3.068  -0.9849
O -1.109 -0.574 1.934  -0.0335
O -0.965 -0.288 4.008  -0.0631
H -2.286 -2.144 2.247  0.0466
C -3.704 -0.495 -0.767  -0.1008
O -2.831 -0.755 -1.840  -0.1614
C -3.446 -1.212 -3.016  -0.2384
C -2.416 -1.937 -3.848  -0.1863
O -1.135 -1.360 -3.981  -0.1307
C -1.095 0.007 -4.379  -0.1778
C 0.381 0.421 -4.514  -0.2202
O 0.870 0.673 -3.223  -0.1640
C 2.162 1.329 -3.161  -0.0846
H -4.141 -1.414 -0.377  0.0892
H -4.341 0.381 -0.890  0.0763
H -2.914 -0.229 -0.064  0.0822
H -3.872 -0.370 -3.563  0.0997
H -4.381 -1.726 -2.797  0.1186
H -2.727 -2.247 -4.846  0.1125
H -2.233 -2.867 -3.309  0.1261
H -1.632 0.764 -3.808  0.1288
H -1.523 -0.037 -5.380  0.1123
H 0.268 1.346 -5.080  0.1068
H 0.969 -0.310 -5.069  0.1220
H 2.499 1.462 -2.133  0.0895
H 2.112 2.295 -3.662  0.0749
H 2.894 0.640 -3.583  0.0653
C 1.449 -3.534 -3.765  -0.1236
O 1.713 -2.370 -3.078  -0.1680
C 3.105 -2.216 -2.763  -0.1896
C 3.592 -3.244 -1.744  -0.1536
O 2.685 -3.115 -0.571  -0.1013
C 3.196 -3.844 0.472  -0.2457
C 2.037 -3.954 1.545  -0.1701
O 1.492 -2.651 1.821  -0.1311
C 2.084 -2.134 3.028  -0.1111
H 0.432 -3.500 -4.154  0.0877
H 1.763 -4.452 -3.267  0.0851
H 2.030 -3.389 -4.676  0.0735
H 3.170 -1.246 -2.270  0.1124
H 3.719 -2.110 -3.657  0.1124
H 4.643 -3.034 -1.548  0.1144
H 3.472 -4.261 -2.119  0.1039
H 4.001 -3.240 0.891  0.1058
H 3.646 -4.801 0.209  0.1086
H 2.319 -4.578 2.394  0.1052
H 1.270 -4.557 1.060  0.1158
H 3.097 -1.756 2.888  0.0683
H 1.927 -2.718 3.935  0.0824
H 1.622 -1.186 3.301  0.0767
C -3.230 2.029 2.471  -0.1075
O -2.386 3.089 2.066  -0.1741
C -2.798 4.393 2.614  -0.1564
C -1.718 5.436 2.154  -0.1616
O -0.422 5.166 2.768  -0.1265
C 0.481 6.265 2.541  -0.1691
C 1.430 5.902 3.691  -0.2786
O 2.170 4.731 3.536  -0.1421
C 3.031 4.608 4.689  -0.1032
H -2.885 1.629 3.424  0.0881
H -3.161 1.185 1.785  0.0753
H -4.274 2.323 2.586  0.0712
H -2.956 4.363 3.692  0.1178
H -3.733 4.663 2.121  0.1047
H -2.072 6.398 2.525  0.0978
H -1.613 5.643 1.089  0.1180
H 0.216 7.284 2.819  0.1143
H 1.012 6.250 1.589  0.1260
H 0.892 5.804 4.634  0.1181
H 2.064 6.719 4.032  0.1038
H 2.664 4.719 5.709  0.0872
H 3.917 5.211 4.490  0.0784
H 3.395 3.583 4.621  0.0882

Properties
- Net charge: -2
- E_LUMO: 4.1812 eV
- Multiplicity: 1
- Relative energy (zero: lowest compared OMol25 entry of this formula, charge and spin): 48.7 kcal/mol

***

No. 3
Here is 8 unconnected molecules or ions with the total composition C20H44O8 in a non-equilibrium geometry from OMol25. Energies are from wB97M-V/def2-TZVPD.

Each line ends with the Löwdin charge.
Geometry (Å):
C 3.050 1.706 -2.621  -0.0165
C 2.210 2.897 -2.247  -0.5066
O 1.037 2.976 -2.518  0.0579
C 2.930 4.057 -1.597  -0.0185
H 3.680 1.978 -3.470  0.0906
H 2.416 0.875 -2.932  0.0793
H 3.668 1.380 -1.784  0.0732
H 4.014 3.977 -1.708  0.0755
H 2.694 4.110 -0.535  0.0854
H 2.624 4.983 -2.084  0.0835
C 2.697 -3.177 1.765  -0.0180
C 3.186 -2.843 0.387  -0.5054
O 2.481 -2.295 -0.428  0.0529
C 4.615 -3.220 0.090  -0.0168
H 2.825 -2.346 2.470  0.0852
H 3.234 -4.004 2.228  0.0814
H 1.621 -3.356 1.808  0.0650
H 4.765 -4.281 0.293  0.0837
H 5.292 -2.622 0.702  0.0895
H 4.815 -3.047 -0.966  0.0831
C -1.322 -4.144 0.128  -0.0096
C -1.789 -3.709 1.507  -0.4914
O -1.080 -3.022 2.206  0.0552
C -3.074 -4.295 2.011  -0.0233
H -1.543 -5.197 -0.051  0.0828
H -0.247 -3.988 0.077  0.0709
H -1.824 -3.544 -0.635  0.0874
H -3.518 -3.698 2.806  0.0838
H -2.835 -5.272 2.438  0.0943
H -3.796 -4.405 1.202  0.0821
C -0.596 3.375 3.541  -0.0249
C -0.442 2.052 4.233  -0.5132
O 0.658 1.642 4.533  0.0516
C -1.663 1.229 4.575  -0.0221
H 0.380 3.832 3.403  0.0833
H -1.211 4.053 4.140  0.0839
H -1.094 3.260 2.576  0.0779
H -2.469 1.813 5.014  0.0801
H -1.325 0.400 5.189  0.0835
H -2.060 0.826 3.635  0.0790
C -2.314 0.389 -4.214  -0.0202
C -3.637 0.707 -4.871  -0.5043
O -3.883 1.818 -5.280  0.0594
C -4.726 -0.338 -4.819  -0.0251
H -1.834 1.311 -3.883  0.0794
H -1.636 -0.096 -4.916  0.0886
H -2.505 -0.198 -3.315  0.0716
H -4.745 -0.792 -3.830  0.0782
H -4.567 -1.132 -5.553  0.0847
H -5.674 0.140 -5.051  0.0818
C -0.268 0.128 -0.783  -0.0156
C 0.219 0.663 0.542  -0.4675
O 0.448 1.846 0.690  0.0545
C 0.460 -0.342 1.644  -0.0056
H 0.448 -0.594 -1.186  0.0775
H -0.339 0.966 -1.475  0.0595
H -1.214 -0.409 -0.670  0.0824
H -0.360 -0.278 2.363  0.0767
H 1.407 -0.100 2.111  0.0618
H 0.386 -1.350 1.248  0.0444
C 3.994 0.617 1.499  -0.1574
O 5.391 0.513 1.759  -0.1153
H 3.808 0.179 0.520  0.0687
H 3.423 0.031 2.227  0.0566
H 3.588 1.631 1.548  0.0842
H 5.522 0.796 2.668  0.0752
C -3.830 2.522 -1.133  -0.1563
O -4.905 1.920 -1.836  -0.1231
H -3.821 3.613 -1.222  0.0825
H -3.970 2.334 -0.066  0.0753
H -2.851 2.144 -1.437  0.0624
H -5.019 2.404 -2.660  0.0691

Properties
- SMILES string: CC(C)=O.CC(C)=O.CC(C)=O.CC(C)=O.CC(C)=O.CC(C)=O.CO.CO
- E_LUMO: 0.4350 eV
- Multiplicity: 1
- Relative energy (zero: lowest compared OMol25 entry of this formula, charge and spin): 0.0 kcal/mol